{"formula": "C38H54N14O5S2Sr", "method": "the ωB97M-V functional and the def2-TZVPD basis", "total_charge": 0, "relative_energy_ev": 0.6973, "symbols": ["Sr", "O", "C", "C", "C", "N", "C", "C", "C", "O", "O", "C", "O", "O", "H", "H", "H", "N", "C", "N", "C", "N", "C", "C", "N", "C", "C", "N", "H", "H", "H", "H", "H", "N", "C", "C", "C", "C", "C", "C", "H", "H", "H", "H", "H", "H", "H", "C", "C", "C", "C", "N", "C", "S", "N", "C", "C", "C", "C", "H", "H", "H", "H", "H", "H", "H", "H", "H", "H", "H", "H", "H", "H", "H", "H", "H", "H", "H", "H", "C", "C", "C", "N", "N", "C", "N", "S", "H", "H", "H", "H", "H", "H", "H", "C", "C", "N", "C", "C", "N", "C", "C", "H", "H", "H", "H", "H", "H", "H", "H", "H", "H", "H", "H"], "coordinates": [[1.37, -1.11, -0.30], [0.35, -2.23, -6.47], [0.60, -1.84, -5.20], [-0.16, -0.87, -4.56], [0.16, -0.56, -3.24], [1.18, -1.14, -2.64], [1.95, -2.03, -3.25], [1.68, -2.44, -4.54], [3.14, -2.51, -2.39], [3.74, -3.51, -2.72], [3.34, -1.77, -1.37], [-0.55, 0.48, -2.36], [-1.31, 1.27, -2.90], [-0.23, 0.39, -1.13], [-0.40, -1.73, -6.82], [-0.98, -0.36, -5.05], [2.29, -3.18, -5.03], [5.13, -2.43, 1.89], [4.13, -1.56, 2.06], [3.03, -2.03, 1.53], [3.44, -3.22, 0.99], [4.70, -3.51, 1.20], [2.55, -4.07, 0.16], [2.99, -5.29, -0.35], [2.26, -5.98, -1.21], [1.12, -5.44, -1.60], [0.65, -4.24, -1.07], [1.36, -3.57, -0.17], [6.10, -2.36, 2.15], [4.24, -0.62, 2.56], [3.95, -5.69, -0.06], [0.55, -5.97, -2.35], [-0.30, -3.82, -1.34], [-1.04, 1.59, 2.18], [-2.16, 2.39, 2.34], [-2.04, 3.75, 2.61], [-3.16, 4.55, 2.68], [-4.43, 4.03, 2.48], [-4.55, 2.67, 2.21], [-3.44, 1.86, 2.14], [-1.22, 0.59, 2.21], [-0.21, 1.85, 2.70], [-1.06, 4.17, 2.77], [-3.04, 5.61, 2.88], [-5.30, 4.66, 2.52], [-5.54, 2.24, 2.05], [-3.54, 0.80, 1.92], [5.42, 4.77, -2.04], [5.07, 4.40, -0.60], [5.02, 2.89, -0.35], [3.99, 2.16, -1.20], [2.66, 2.71, -1.04], [1.83, 2.41, -0.04], [2.32, 1.34, 1.21], [0.61, 2.94, -0.04], [0.06, 3.74, -1.11], [0.51, 5.21, -1.10], [0.18, 5.97, 0.18], [1.21, 5.81, 1.29], [5.58, 5.84, -2.14], [4.62, 4.49, -2.73], [6.33, 4.26, -2.36], [4.11, 4.84, -0.33], [5.81, 4.84, 0.07], [4.80, 2.71, 0.70], [6.00, 2.45, -0.57], [3.98, 1.09, -0.96], [4.23, 2.25, -2.26], [2.27, 3.24, -1.81], [-0.04, 2.46, 0.59], [-1.02, 3.69, -1.00], [0.27, 3.28, -2.08], [0.01, 5.68, -1.95], [1.58, 5.28, -1.29], [-0.81, 5.67, 0.53], [0.10, 7.04, -0.07], [1.32, 4.77, 1.59], [0.93, 6.38, 2.16], [2.18, 6.16, 0.96], [-4.59, -2.92, 4.17], [-3.63, -1.74, 4.25], [-2.24, -2.09, 3.85], [-1.56, -1.43, 2.99], [-0.32, -1.92, 2.76], [-0.06, -2.95, 3.50], [1.14, -3.56, 3.53], [-1.37, -3.44, 4.52], [-5.59, -2.62, 4.47], [-4.29, -3.73, 4.83], [-4.64, -3.32, 3.16], [-3.62, -1.34, 5.27], [-3.96, -0.94, 3.59], [1.80, -3.24, 2.84], [1.21, -4.51, 3.85], [-2.83, -1.27, -0.11], [-4.36, -1.26, -0.28], [-4.81, -2.48, -0.95], [-4.25, -2.50, -2.29], [-2.71, -2.33, -2.23], [-2.25, -2.41, -0.84], [-2.75, -3.65, -0.24], [-4.30, -3.63, -0.21], [-2.55, -1.38, 0.94], [-2.37, -0.36, -0.48], [-4.69, -0.41, -0.88], [-4.87, -1.19, 0.69], [-4.71, -1.70, -2.88], [-4.52, -3.45, -2.76], [-2.41, -1.35, -2.62], [-2.19, -3.09, -2.81], [-2.34, -3.73, 0.77], [-2.38, -4.49, -0.83], [-4.68, -3.58, 0.81], [-4.71, -4.54, -0.67]]}

{"formula": "C38H54N9", "method": "the ωB97M-V functional and the def2-TZVPD basis", "total_charge": -1, "symbols": ["C", "C", "N", "C", "C", "C", "C", "H", "H", "H", "H", "H", "H", "H", "H", "H", "H", "H", "H", "H", "H", "N", "C", "C", "C", "C", "H", "H", "H", "H", "H", "N", "C", "C", "C", "C", "H", "H", "H", "H", "H", "N", "C", "C", "C", "C", "H", "H", "H", "H", "H", "N", "C", "C", "C", "C", "H", "H", "H", "H", "H", "N", "C", "C", "C", "C", "H", "H", "H", "H", "H", "N", "C", "C", "C", "C", "H", "H", "H", "H", "H", "N", "C", "C", "C", "C", "H", "H", "H", "H", "H", "N", "C", "C", "C", "C", "H", "H", "H", "H", "H"], "coordinates": [[5.02, 4.37, -2.77], [4.44, 3.13, -3.49], [5.39, 2.07, -3.60], [4.75, 0.82, -3.68], [5.79, -0.28, -3.94], [3.86, 0.40, -2.42], [4.25, 1.09, -1.11], [5.97, 4.08, -2.32], [5.21, 5.19, -3.46], [4.35, 4.75, -1.99], [4.06, 3.47, -4.49], [3.51, 2.83, -2.95], [4.01, 0.76, -4.54], [6.40, -0.47, -3.05], [5.30, -1.22, -4.21], [6.44, 0.04, -4.75], [3.93, -0.69, -2.31], [2.81, 0.60, -2.64], [5.07, 1.78, -1.34], [4.59, 0.38, -0.36], [3.42, 1.65, -0.67], [-0.03, 5.80, -1.45], [-0.07, 4.44, -1.34], [0.65, 3.91, -2.38], [1.16, 5.00, -3.14], [0.72, 6.15, -2.55], [-0.46, 6.45, -0.82], [-0.61, 3.96, -0.54], [0.81, 2.86, -2.57], [1.79, 4.92, -4.01], [0.89, 7.18, -2.79], [0.37, -0.19, -3.58], [-0.66, -0.38, -2.71], [-1.73, -0.87, -3.41], [-1.32, -0.98, -4.77], [-0.01, -0.56, -4.84], [1.29, 0.15, -3.33], [-0.54, -0.15, -1.66], [-2.69, -1.12, -3.01], [-1.91, -1.34, -5.60], [0.67, -0.48, -5.67], [-4.25, -2.91, 0.46], [-4.30, -4.27, 0.42], [-3.43, -4.69, -0.55], [-2.83, -3.53, -1.12], [-3.36, -2.45, -0.47], [-4.77, -2.34, 1.10], [-4.94, -4.83, 1.09], [-3.23, -5.72, -0.82], [-2.10, -3.49, -1.91], [-3.17, -1.39, -0.60], [-6.65, -0.97, 2.53], [-5.72, -0.70, 3.50], [-6.37, -0.72, 4.71], [-7.73, -1.02, 4.45], [-7.87, -1.17, 3.10], [-6.47, -0.99, 1.54], [-4.69, -0.50, 3.25], [-5.92, -0.53, 5.67], [-8.53, -1.09, 5.18], [-8.74, -1.40, 2.50], [5.40, -0.74, -7.35], [5.29, -2.08, -7.59], [6.19, -2.40, -8.57], [6.87, -1.21, -8.93], [6.36, -0.20, -8.15], [4.88, -0.24, -6.64], [4.59, -2.69, -7.05], [6.35, -3.39, -8.99], [7.65, -1.10, -9.66], [6.60, 0.84, -8.08], [-3.09, -0.10, 6.60], [-3.84, -0.21, 7.74], [-3.33, 0.67, 8.66], [-2.23, 1.33, 8.05], [-2.11, 0.84, 6.78], [-3.23, -0.63, 5.76], [-4.66, -0.91, 7.81], [-3.70, 0.82, 9.66], [-1.61, 2.09, 8.49], [-1.41, 1.07, 5.99], [-8.13, -4.07, 5.90], [-9.02, -4.28, 6.92], [-9.13, -5.64, 7.11], [-8.27, -6.27, 6.17], [-7.67, -5.27, 5.44], [-7.86, -3.17, 5.55], [-9.50, -3.46, 7.42], [-9.75, -6.12, 7.84], [-8.11, -7.32, 6.05], [-6.95, -5.32, 4.64], [6.65, 2.25, 3.87], [7.31, 2.35, 2.68], [6.38, 2.59, 1.70], [5.11, 2.63, 2.33], [5.31, 2.42, 3.67], [7.09, 2.07, 4.76], [8.38, 2.24, 2.62], [6.58, 2.71, 0.65], [4.16, 2.79, 1.85], [4.61, 2.37, 4.49]]}

Looking at LUMO for the records above, in order, we have -0.1; 1.4 eV.